1.
ORCA calculation (ωB97M-V/def2-TZVPD) on a cluster of 15 separate species, C54H102Cl6O24S9 in total.

Each line ends with the Löwdin charge.
Element x y z (Å)
C (3.87, -2.51, -5.52)  -0.21
C (3.90, -1.85, -4.12)  -0.24
C (2.53, -1.35, -3.73)  -0.21
S (1.52, -1.21, -5.33)  0.71
O (1.12, 0.17, -5.70)  -0.36
O (0.47, -2.20, -5.23)  -0.34
C (2.88, -1.75, -6.41)  -0.21
H (3.65, -3.57, -5.39)  0.09
H (4.89, -2.52, -5.90)  0.12
H (4.57, -1.00, -4.21)  0.08
H (4.28, -2.65, -3.48)  0.07
H (2.42, -0.46, -3.11)  0.09
H (2.01, -2.14, -3.19)  0.04
H (3.41, -0.87, -6.75)  0.09
H (2.43, -2.21, -7.29)  0.11
C (2.46, 2.49, 7.15)  -0.20
C (2.97, 1.92, 5.78)  -0.18
C (2.22, 0.58, 5.59)  -0.21
S (2.18, -0.13, 7.21)  0.71
O (3.32, -1.04, 7.38)  -0.35
O (0.81, -0.54, 7.59)  -0.34
C (2.53, 1.38, 8.17)  -0.22
H (1.49, 2.99, 7.14)  0.11
H (3.16, 3.25, 7.51)  0.11
H (4.06, 1.82, 5.75)  0.10
H (2.70, 2.59, 4.96)  0.09
H (2.57, -0.17, 4.89)  0.09
H (1.18, 0.79, 5.32)  0.10
H (3.54, 1.23, 8.55)  0.10
H (1.82, 1.35, 8.99)  0.11
C (2.73, -0.87, 0.25)  -0.20
C (4.23, -0.99, -0.11)  -0.21
C (4.95, -1.36, 1.14)  -0.22
S (3.89, -2.56, 2.06)  0.78
O (3.86, -2.07, 3.42)  -0.34
O (4.38, -3.97, 1.84)  -0.37
C (2.30, -2.13, 1.01)  -0.16
H (2.17, -0.67, -0.66)  0.11
H (2.49, -0.08, 0.97)  0.09
H (4.60, -0.06, -0.54)  0.12
H (4.36, -1.77, -0.86)  0.11
H (4.94, -0.43, 1.70)  0.09
H (5.97, -1.74, 1.02)  0.09
H (1.38, -2.11, 1.59)  0.08
H (2.19, -2.97, 0.32)  0.06
C (2.24, -8.24, 1.83)  -0.21
C (1.87, -6.81, 1.39)  -0.22
C (0.50, -6.42, 1.92)  -0.24
S (-0.21, -7.86, 2.72)  0.70
O (-1.09, -8.58, 1.81)  -0.32
O (-0.72, -7.42, 4.04)  -0.37
C (1.35, -8.73, 2.94)  -0.23
H (3.30, -8.28, 2.07)  0.11
H (2.09, -8.81, 0.90)  0.11
H (1.88, -6.56, 0.33)  0.07
H (2.62, -6.17, 1.86)  0.08
H (-0.13, -5.89, 1.20)  0.09
H (0.66, -5.68, 2.71)  0.07
H (1.11, -9.79, 2.91)  0.11
H (1.82, -8.52, 3.90)  0.09
C (-0.15, 2.08, 1.54)  -0.20
C (-0.98, 1.23, 2.49)  -0.19
C (-1.60, 2.30, 3.42)  -0.21
S (-0.65, 3.86, 3.54)  0.67
O (0.18, 3.92, 4.72)  -0.34
O (-1.41, 4.94, 3.02)  -0.30
C (0.46, 3.35, 2.21)  -0.22
H (-0.80, 2.55, 0.80)  0.12
H (0.58, 1.43, 1.07)  0.10
H (-0.35, 0.61, 3.13)  0.09
H (-1.69, 0.59, 1.97)  0.11
H (-1.98, 1.93, 4.37)  0.10
H (-2.50, 2.67, 2.93)  0.09
H (1.40, 3.10, 2.69)  0.07
H (0.55, 4.27, 1.63)  0.10
C (-0.86, -2.77, -0.38)  -0.22
C (-2.26, -2.22, 0.05)  -0.17
C (-2.59, -1.08, -1.00)  -0.17
S (-1.62, -1.49, -2.57)  0.69
O (-0.53, -0.59, -2.80)  -0.33
O (-2.49, -1.70, -3.73)  -0.33
C (-0.95, -3.07, -1.88)  -0.23
H (-0.58, -3.66, 0.18)  0.10
H (-0.06, -2.03, -0.25)  0.09
H (-2.21, -1.73, 1.02)  0.08
H (-3.00, -3.01, 0.12)  0.11
H (-2.32, -0.09, -0.63)  0.08
H (-3.64, -1.01, -1.28)  0.09
H (-0.10, -3.40, -2.47)  0.06
H (-1.76, -3.78, -2.05)  0.09
C (7.17, -4.71, 4.03)  -0.23
C (7.13, -6.22, 3.70)  -0.21
C (8.36, -6.64, 2.93)  -0.19
S (8.96, -5.08, 2.09)  0.76
O (8.87, -5.25, 0.60)  -0.36
O (10.17, -4.63, 2.77)  -0.34
C (7.63, -4.01, 2.79)  -0.22
H (7.94, -4.64, 4.80)  0.12
H (6.23, -4.24, 4.32)  0.08
H (6.29, -6.36, 3.01)  0.11
H (6.99, -6.85, 4.58)  0.11
H (8.32, -7.40, 2.14)  0.10
H (9.23, -6.92, 3.52)  0.10
H (6.81, -4.04, 2.07)  0.06
H (7.81, -2.94, 2.67)  0.09
C (6.56, 3.68, 2.92)  -0.17
C (5.22, 4.22, 3.49)  -0.21
C (4.36, 4.60, 2.28)  -0.19
S (4.61, 3.18, 1.12)  0.69
O (4.90, 3.67, -0.21)  -0.34
O (3.58, 2.20, 1.34)  -0.33
C (6.15, 2.61, 1.86)  -0.22
H (7.16, 3.23, 3.71)  0.12
H (7.21, 4.48, 2.57)  0.12
H (5.31, 4.99, 4.26)  0.12
H (4.78, 3.37, 4.02)  0.09
H (4.71, 5.49, 1.76)  0.10
H (3.30, 4.71, 2.52)  0.09
H (6.85, 2.37, 1.06)  0.10
H (5.87, 1.67, 2.34)  0.07
C (9.81, -2.08, 0.44)  -0.20
C (9.84, -0.96, -0.70)  -0.18
C (8.81, 0.10, -0.23)  -0.18
S (9.07, 0.20, 1.69)  0.71
O (7.78, 0.04, 2.37)  -0.37
O (9.89, 1.35, 2.01)  -0.34
C (10.07, -1.37, 1.79)  -0.20
H (10.52, -2.87, 0.20)  0.11
H (8.87, -2.63, 0.38)  0.07
H (9.61, -1.31, -1.71)  0.10
H (10.82, -0.48, -0.65)  0.11
H (7.82, -0.34, -0.34)  0.07
H (8.72, 1.10, -0.64)  0.08
H (9.87, -1.87, 2.74)  0.08
H (11.11, -1.08, 1.84)  0.10
O (-0.78, -2.15, 3.35)  0.04
C (-0.88, -2.88, 4.36)  -0.40
O (-0.13, -2.71, 5.50)  0.01
C (-0.58, -3.65, 6.54)  -0.12
C (-1.59, -4.60, 5.88)  -0.15
C (-1.86, -4.04, 4.47)  -0.06
H (-1.23, -3.21, 7.30)  0.12
H (0.24, -4.24, 6.95)  0.11
H (-2.52, -4.53, 6.45)  0.11
H (-1.16, -5.60, 5.96)  0.10
H (-2.88, -3.70, 4.30)  0.13
H (-1.71, -4.86, 3.77)  0.11
O (7.47, -2.50, -2.28)  0.12
C (6.98, -3.52, -1.88)  -0.44
O (6.56, -3.75, -0.60)  -0.01
C (5.94, -5.01, -0.45)  -0.22
C (6.40, -5.84, -1.67)  -0.13
C (6.77, -4.80, -2.73)  -0.05
H (4.85, -4.98, -0.43)  0.06
H (6.26, -5.53, 0.45)  0.10
H (5.52, -6.43, -1.94)  0.10
H (7.24, -6.42, -1.29)  0.11
H (5.97, -4.66, -3.46)  0.11
H (7.69, -4.99, -3.28)  0.12
O (9.20, 0.38, 6.89)  0.07
C (8.16, -0.21, 6.56)  -0.53
O (7.13, 0.38, 6.11)  0.08
C (6.11, -0.54, 5.76)  -0.12
C (6.53, -1.82, 6.44)  -0.15
C (8.03, -1.70, 6.62)  -0.06
H (6.02, -0.72, 4.68)  0.12
H (5.25, -0.13, 6.29)  0.10
H (6.21, -2.74, 5.95)  0.08
H (6.10, -1.85, 7.44)  0.12
H (8.57, -2.11, 5.77)  0.12
H (8.51, -2.13, 7.50)  0.14
Cl (2.70, -4.69, -2.06)  0.64
C (1.94, -5.56, -3.42)  -0.62
C (1.22, -6.87, -3.04)  -0.65
Cl (-0.13, -6.62, -1.95)  0.62
H (2.72, -5.85, -4.12)  0.07
H (1.31, -4.92, -4.03)  0.07
H (1.91, -7.62, -2.65)  0.07
H (0.84, -7.29, -3.97)  0.08
Cl (5.35, -5.58, 6.95)  0.59
C (3.94, -4.50, 6.98)  -0.64
C (3.30, -4.35, 5.61)  -0.64
Cl (2.47, -5.85, 5.15)  0.62
H (4.48, -3.63, 7.37)  0.03
H (3.26, -4.76, 7.79)  0.08
H (4.09, -4.25, 4.87)  0.02
H (2.62, -3.50, 5.53)  0.07
Cl (4.03, 1.78, -5.22)  0.58
C (4.85, 3.16, -4.46)  -0.60
C (5.56, 2.63, -3.13)  -0.59
Cl (6.88, 1.38, -3.49)  0.49
H (4.03, 3.85, -4.23)  0.07
H (5.49, 3.56, -5.24)  0.06
H (4.84, 2.20, -2.44)  0.04
H (5.99, 3.49, -2.61)  0.05

Computed properties:
Molar mass   1636.71 g mol⁻¹
HOMO-LUMO gap   9.56 eV
Lowest unoccupied orbital energy   -0.09 eV

=====

2.
ORCA calculation (ωB97M-V/def2-TZVPD) on a cluster of 2 separate species, C5H13B3ClNO5 in total.

Each line ends with the Löwdin charge.
Element x y z (Å)
N (4.17, 1.49, -1.20)  0.19
B (3.60, 0.18, -1.00)  -0.62
O (4.38, -0.97, -1.08)  0.26
B (3.69, -2.13, -1.31)  -1.02
Cl (4.18, -3.21, -2.60)  0.79
O (2.53, -2.35, -0.61)  0.25
B (1.66, -1.27, -0.72)  -0.50
C (0.12, -1.47, -0.89)  0.01
C (-0.63, -0.23, -1.28)  -0.38
C (-2.06, -0.35, -1.56)  -0.05
O (-1.02, -0.17, -2.63)  -0.05
O (2.24, -0.01, -0.73)  0.29
H (4.34, 2.01, -0.35)  0.08
H (3.61, 2.07, -1.82)  0.08
H (-0.31, -1.88, 0.03)  0.13
H (-0.02, -2.20, -1.70)  0.14
H (-0.28, 0.69, -0.81)  0.14
H (-2.70, 0.51, -1.69)  0.11
H (-2.46, -1.35, -1.63)  0.11
C (-3.24, 1.61, 3.29)  -0.09
C (-2.75, 0.61, 2.26)  -0.32
O (-2.00, 1.22, 1.22)  -0.09
H (-3.85, 2.38, 2.82)  0.08
H (-3.83, 1.11, 4.06)  0.07
H (-2.39, 2.10, 3.78)  0.07
H (-3.59, 0.13, 1.77)  0.11
H (-2.15, -0.17, 2.74)  0.11
H (-1.23, 1.65, 1.61)  0.08

Computed properties:
Molar mass   235.05 g mol⁻¹
SMILES   NB1OB(Cl)OB(C[C@@H]2CO2)O1.CCO
HOMO-LUMO gap   10.23 eV
Lowest unoccupied orbital energy   0.26 eV

=====

3.
ORCA calculation (ωB97M-V/def2-TZVPD) on an isolated molecule of C6H12N2.

Each line ends with the Löwdin charge.
Element x y z (Å)
C (-1.33, -1.30, 1.34)  0.00
C (-1.35, 0.01, 1.08)  -0.21
N (-0.24, 0.82, 0.86)  -0.23
C (-0.08, 2.00, 1.69)  -0.05
N (0.87, 0.47, 0.15)  0.09
C (0.81, -0.21, -0.91)  -0.36
C (2.07, -0.44, -1.67)  -0.06
C (-0.51, -0.81, -1.51)  -0.04
H (-0.44, -1.89, 1.23)  0.06
H (-2.24, -1.81, 1.61)  0.05
H (-2.24, 0.60, 1.23)  0.11
H (-0.98, 2.60, 1.62)  0.08
H (0.76, 2.59, 1.30)  0.09
H (0.10, 1.74, 2.73)  0.08
H (2.04, 0.06, -2.64)  0.08
H (2.92, -0.03, -1.12)  0.07
H (2.24, -1.50, -1.88)  0.08
H (-0.25, -1.22, -2.48)  0.06
H (-0.90, -1.66, -0.94)  0.05
H (-1.26, -0.03, -1.68)  0.08

Computed properties:
Molar mass   112.18 g mol⁻¹
SMILES   C=CN(C)N=C(C)C
HOMO-LUMO gap   8.64 eV
Lowest unoccupied orbital energy   1.06 eV

=====

Let's list calculated total energy in order: -10269.23427, -1164.32477, -345.24489 hartree.